Run i
C5H13NOS in the gas phase. Source: OMol25; level of theory: ωB97M-V/def2-TZVPD.

```
21
Properties=species:S:1:pos:R:3:mulliken_charge:R:1
C -0.42 -1.57 -0.66 -1.71
C -0.50 -0.19 -0.03 1.65
C -0.60 -0.22 1.54 -1.61
C -1.72 0.62 -0.61 -1.58
C 0.82 0.52 -0.40 -0.68
O 1.20 1.65 0.32 -0.56
S 2.22 -0.67 0.05 0.06
N 3.68 0.25 0.12 -0.56
H -0.04 -2.34 0.06 0.36
H -1.44 -1.64 -1.03 0.48
H 0.34 -1.50 -1.45 0.41
H -1.47 0.50 1.73 0.28
H -0.98 -1.15 1.84 0.43
H 0.33 0.04 2.02 0.43
H -2.67 0.03 -0.58 0.45
H -1.59 0.92 -1.68 0.32
H -2.12 1.37 0.14 0.34
H 0.91 0.80 -1.44 0.61
H 0.63 1.78 1.06 0.33
H 3.70 0.62 1.05 0.27
H 3.74 0.97 -0.56 0.27
```

SMILES: CC(C)(C)[C@@H](O)SN
E_LUMO in eV: 0.682
Highest occupied orbital energy in eV: -8.29

Run ii
2 unconnected molecules or ions with the total composition C5H13NOS. Source: OMol25; level of theory: ωB97M-V/def2-TZVPD.

```
21
Properties=species:S:1:pos:R:3:mulliken_charge:R:1
C 2.09 2.25 -2.24 -1.03
C 1.85 1.76 -0.79 -0.21
C 0.64 0.83 -0.72 0.41
N 0.88 -0.39 -0.15 -0.33
O -0.45 1.17 -1.13 -0.62
H 1.35 1.86 -2.93 0.33
H 3.11 2.02 -2.54 0.30
H 1.92 3.34 -2.29 0.26
H 2.74 1.24 -0.44 0.23
H 1.68 2.57 -0.09 0.31
H 0.16 -1.08 -0.03 0.09
H 1.68 -0.43 0.47 0.24
C -2.98 -1.33 0.60 -0.67
S -1.78 -2.68 0.74 -0.13
C -0.92 -2.05 2.22 -0.88
H -3.60 -1.61 -0.25 0.29
H -3.59 -1.28 1.49 0.29
H -2.44 -0.40 0.46 0.20
H -0.08 -2.68 2.48 0.30
H -1.63 -2.10 3.05 0.30
H -0.64 -1.01 2.08 0.31
```

SMILES: CCC(N)=O.CSC
E_LUMO in eV: 0.785
Highest occupied orbital energy in eV: -8.78

Result of the stability comparison: run i is the least stable of them.

Run i
2 unconnected molecules or ions with the total composition C5H13NOS. Source: OMol25; level of theory: ωB97M-V/def2-TZVPD.

```
21
Properties=species:S:1:pos:R:3:mulliken_charge:R:1
C 0.13 -0.29 -0.97 -0.35
C 0.49 1.57 0.56 -1.57
C 2.49 0.15 -0.32 -1.60
C -3.55 -1.33 0.03 -0.41
C 0.99 0.16 0.22 1.41
N 0.86 -0.70 1.37 -0.58
O -2.84 1.16 -0.54 -0.51
S -3.23 -0.18 -1.06 0.26
H -0.88 0.01 -1.01 -0.60
H 0.64 0.19 -1.85 0.32
H 0.17 -1.45 -0.96 0.34
H 0.77 2.19 -0.30 0.36
H 1.23 2.11 1.19 0.44
H -0.53 1.61 0.81 0.41
H 2.81 -0.80 -0.72 0.35
H 2.49 0.91 -1.16 0.32
H 3.30 0.23 0.40 0.41
H -3.78 -2.34 -0.31 0.29
H -3.78 -1.38 1.09 0.31
H 1.23 -1.65 1.33 0.19
H 0.99 -0.17 2.20 0.22
```

E_LUMO in eV: -0.314
Highest occupied orbital energy in eV: -8.62

Run ii
C5H13NOS in the gas phase. Source: OMol25; level of theory: ωB97M-V/def2-TZVPD.

```
21
Properties=species:S:1:pos:R:3:mulliken_charge:R:1
C 0.42 -1.41 1.81 -0.92
N -0.60 -0.87 0.93 -0.11
C -0.39 0.38 0.33 0.41
C -1.67 1.18 0.37 -0.71
O -1.92 2.03 1.48 -0.55
C 0.16 0.48 -1.04 -0.55
C 1.35 -0.22 -1.63 -0.89
S 2.12 0.27 -3.33 -0.25
H 1.44 -0.97 1.74 0.29
H 0.07 -1.24 2.89 0.30
H 0.53 -2.49 1.86 0.33
H -1.36 -1.45 0.58 0.22
H 0.36 0.95 1.12 0.30
H -1.72 1.99 -0.37 0.35
H -2.58 0.57 0.30 0.28
H -1.71 1.58 2.36 0.28
H -0.69 0.00 -1.64 0.16
H 0.27 1.65 -1.23 0.24
H 2.34 -0.29 -1.08 0.36
H 0.97 -1.28 -1.63 0.35
H 2.61 -0.86 -3.84 0.13
```

SMILES: CN[C@H](CO)CCS
E_LUMO in eV: 0.835
Highest occupied orbital energy in eV: -8.62

Result of the stability comparison: run ii is the least stable of them.

Run i
2 unconnected molecules or ions with the total composition C6H17N4. Source: OMol25; level of theory: ωB97M-V/def2-TZVPD.

```
27
Properties=species:S:1:pos:R:3:mulliken_charge:R:1
C 0.38 -1.56 -1.17 -0.18
C 2.42 0.35 1.42 -1.63
C -2.44 -0.75 1.13 -0.86
C 0.24 1.81 -1.31 -1.21
C 1.96 0.99 0.16 -0.30
C -0.29 0.28 0.59 -0.29
N 0.64 -2.76 -0.77 -0.19
N -2.22 1.00 -0.62 -0.59
N -1.61 0.36 0.50 0.26
N 0.56 0.96 -0.17 0.33
H -0.78 -1.48 -1.36 -0.04
H 1.98 0.93 2.23 0.42
H 2.22 -0.72 1.30 0.36
H 3.43 0.62 1.49 0.42
H -1.98 -1.37 1.89 0.35
H -3.33 -0.17 1.48 0.31
H -2.85 -1.47 0.43 0.34
H 1.04 2.52 -1.29 0.35
H 0.35 1.26 -2.17 0.39
H -0.68 2.27 -1.19 0.57
H 2.40 0.32 -0.70 0.36
H 2.32 2.00 0.19 0.45
H 0.11 -0.35 1.38 0.41
H -0.10 -3.45 -0.96 0.26
H -3.12 1.24 -0.49 0.24
H -2.20 0.27 -1.38 0.24
H 1.56 -3.10 -0.61 0.24
```

E_LUMO in eV: -2.873
Charge: +1
Highest occupied orbital energy in eV: -12.04

Run ii
2 unconnected molecules or ions with the total composition C6H17N4. Source: OMol25; level of theory: ωB97M-V/def2-TZVPD.

```
27
Properties=species:S:1:pos:R:3:mulliken_charge:R:1
C -1.93 0.09 -0.70 0.37
C -1.08 -0.99 -2.72 -1.07
C -3.51 1.22 1.00 -0.71
C 1.28 1.26 1.93 -1.04
C 2.34 0.41 -0.58 -0.73
C 1.69 -1.79 0.35 -1.11
N -1.11 -0.62 -1.34 -0.58
N -2.49 0.70 0.17 -0.12
N 0.53 0.26 1.16 -0.48
N 1.19 -0.42 0.07 0.42
H -1.98 -1.26 -3.20 0.40
H -0.33 -1.74 -2.96 0.30
H -0.77 -0.24 -3.41 0.38
H -4.31 1.75 0.38 0.30
H -4.00 0.37 1.59 0.31
H -3.19 2.08 1.66 0.25
H 0.70 1.45 2.76 0.41
H 2.26 0.87 2.14 0.38
H 1.20 2.24 1.38 0.33
H 1.94 1.17 -1.29 0.29
H 2.75 0.86 0.28 0.40
H 2.98 -0.32 -1.08 0.31
H 2.16 -2.12 -0.49 0.50
H 2.26 -1.76 1.25 0.37
H 0.90 -2.46 0.52 0.41
H 0.40 -0.59 -0.69 0.41
H 0.12 -0.43 1.83 0.28
```

E_LUMO in eV: -2.572
Charge: +1
Highest occupied orbital energy in eV: -12.42

Result of the stability comparison: run i is the least stable of them.